A 2-piece molecular cluster, C6H18N2Si overall at a distorted geometry, computed with ωB97M-V with the def2-TZVPD basis set.

Geometry as XYZ:
```
27
Properties=species:S:1:pos:R:3:mulliken_charge:R:1
C 0.57075 -1.06570 2.28895 -1.3475
H 0.50872 2.27811 1.94020 0.3644
H -1.10726 1.79132 -2.62264 0.3081
H 0.17536 -0.15579 2.73743 0.3102
H 0.01666 -3.45357 0.02718 0.4218
H 1.49489 0.38447 -3.08742 0.2835
N -2.38532 -0.09254 -0.43202 -0.3997
H 0.76354 1.90545 -3.79617 0.3478
H -0.19839 -3.60561 1.77854 0.4002
C 0.30931 -3.09023 0.98615 -1.5063
H -2.46188 -0.53381 0.41696 0.2180
H 1.21766 -1.04173 -0.31146 0.3192
H -3.18608 0.56004 -0.53379 0.2492
H -1.22281 -1.50562 1.16655 -0.0184
C -0.51975 0.91475 -2.48682 -0.3937
N 0.19632 -0.92928 -0.17808 0.0153
C -0.08477 -1.56172 1.09899 0.4649
H 0.20088 3.54585 0.51707 0.2393
H 1.68779 -0.93003 2.17884 0.2889
H -1.15119 3.09960 1.49724 0.3099
H 1.20754 1.98652 -2.18266 0.3358
C -0.12198 2.89868 1.40025 -1.0732
H 1.38359 -3.11019 1.20802 0.3235
C 0.86562 1.29763 -2.88261 -1.1731
Si -0.75546 0.38530 -0.67531 -0.0624
H -0.98659 0.08217 -3.04049 0.3441
H 0.38811 -1.82051 3.01247 0.4301
```

For the HOMO energy (alpha / beta), the calculation gives -6.05 / -7.46 eV. The calculation puts the frontier orbital gap (alpha / beta) at 6.77 / 8.02 eV. Its total energy is -17369.33459 eV. As for the energy relative to the best compared isomer or geometry (same formula, charge and spin): 87.5 kcal/mol. The spin multiplicity is 1. Its net charge is 0.